9
Properties=species:S:1:pos:R:3 method="wB97M-V/def2-TZVPD" orbital_gap_ev="8.492 / 7.606" homo_ev="-9.82 / -9.05" energy_ha=-375.11338 spin_multiplicity=1 relative_energy_kcal_mol=249.8
C -0.053 -1.224 -0.129
C 0.712 0.010 0.440
C 2.941 -1.007 0.198
N -0.198 -2.390 -0.115
N 2.013 -0.082 0.101
O 3.928 -0.161 -0.123
O 3.032 1.011 -0.173
H -0.389 -0.503 -0.913
H 0.091 0.846 0.368